Density functional theory data (ωB97M-V/def2-TZVPD) for one molecule with the formula C4H6INO at a distorted geometry.

Calculated values
* energy: -15881.1745 eV
* LUMO level: 0.069 eV

Positions of all 13 atoms, in Å:
N1 0.712 -0.956 -2.099
C1 0.109 0.044 -1.432
O1 -0.564 0.972 -1.862
C2 0.179 -0.153 0.454
I1 1.189 -2.030 1.008
C3 -1.057 0.235 1.114
C4 0.171 1.062 1.304
H1 1.283 -1.602 -1.460
H2 0.515 -1.051 -3.029
H3 -1.605 -0.296 2.069
H4 -1.900 0.788 0.688
H5 0.216 2.021 0.898
H6 0.752 0.966 2.345

=====

Density functional theory data (ωB97M-V/def2-TZVPD) for a 2-piece molecular cluster, C4H6INO overall at a distorted geometry.

Calculated values
* <S²>: 2.0286
* energy: -15877.8366 eV
* LUMO level (alpha / beta): 0.895 / -3.059 eV
* multiplicity: 3

Positions of all 13 atoms, in Å:
C1 0.015 -2.300 0.584
C2 0.209 -1.238 -0.232
C3 0.368 0.050 0.246
C4 -0.974 1.960 -0.422
N1 0.277 1.387 0.007
O1 0.237 0.756 1.352
I1 3.540 -0.144 -0.426
H1 -0.112 -3.290 0.184
H2 -0.021 -2.181 1.651
H3 0.280 -1.349 -1.303
H4 -1.845 1.426 -0.033
H5 -0.994 3.000 -0.095
H6 -0.980 1.923 -1.512

=====

Density functional theory data (ωB97M-V/def2-TZVPD) for C4H6LiNdO2 as an isolated structure at a distorted geometry.

Calculated values
* <S²>: 6.0067
* energy: -23808.4312 eV
* LUMO level (alpha / beta): -4.835 / -4.806 eV
* net charge: +1
* multiplicity: 5

Positions of all 14 atoms, in Å:
O1 -0.146 -1.714 0.816
C1 -0.468 -1.644 -0.464
C2 -1.862 -1.444 -0.737
Nd1 1.938 0.284 0.051
Li1 -1.215 0.042 2.190
H1 -2.532 -1.766 0.085
H2 -2.226 -1.582 -1.761
C3 -1.359 1.619 0.563
C4 -2.069 0.733 -0.305
O2 -0.026 1.952 0.163
H3 -1.886 2.537 0.847
H4 -3.054 0.283 -0.191
H5 -2.360 1.293 -1.207
H6 -0.027 2.489 -0.641

=====

Density functional theory data (ωB97M-V/def2-TZVPD) for C4H6LiO10 as an isolated structure at a distorted geometry.

Calculated values
* energy: -24924.6261 eV
* LUMO level: 7.621 eV
* net charge: -3

Positions of all 21 atoms, in Å:
Li1 -11.326 12.484 -17.557
C1 -8.306 11.397 -17.874
O1 -9.514 11.391 -17.060
H1 -8.381 11.074 -18.912
H2 -7.754 12.330 -17.759
H3 -7.595 10.757 -17.351
O2 -11.931 10.106 -20.131
C2 -11.684 11.371 -20.470
O3 -11.997 11.720 -21.602
O4 -11.379 12.150 -19.573
H4 -11.516 10.109 -19.265
O5 -11.291 15.443 -14.836
C3 -10.841 14.574 -15.720
O6 -11.157 14.659 -16.948
O7 -10.242 13.577 -15.284
H5 -11.607 16.180 -15.364
O8 -13.984 13.983 -15.783
C4 -14.095 12.667 -16.156
O9 -15.103 11.996 -15.821
O10 -13.178 12.160 -16.833
H6 -13.115 14.188 -16.136

=====

Density functional theory data (ωB97M-V/def2-TZVPD) for C4H6LuO7 as an isolated structure at a distorted geometry.

Calculated values
* <S²>: 0.7505
* energy: -52178.5517 eV
* LUMO level (alpha / beta): -9.358 / -10.497 eV
* net charge: +2
* multiplicity: 2

Positions of all 18 atoms, in Å:
O1 1.139 -0.960 -0.404
C1 0.085 -0.394 0.272
C2 -0.795 0.421 -0.669
O2 -1.455 -0.441 -1.600
C3 -2.116 -1.417 -1.019
O3 -1.746 -1.793 0.094
O4 -2.745 -2.154 -1.890
H1 1.503 -1.720 0.067
H2 -0.121 -0.920 1.208
H3 -0.188 1.090 -1.290
H4 -1.557 0.943 -0.082
H5 -3.039 -2.987 -1.492
O5 2.730 1.215 0.058
C4 1.876 1.651 0.945
O6 0.819 0.973 1.273
O7 2.039 2.788 1.411
Lu1 1.226 3.233 3.571
H6 2.344 0.472 -0.453

=====

Density functional theory data (ωB97M-V/def2-TZVPD) for C4H6MgNaO2 as an isolated structure at a distorted geometry.

Calculated values
* energy: -18192.1433 eV
* LUMO level (alpha / beta): -5.517 / -5.517 eV
* net charge: +1

Positions of all 14 atoms, in Å:
O1 -1.126 1.884 -0.328
C1 -0.774 1.328 0.807
C2 -1.236 -0.001 1.113
Mg1 1.043 2.228 -0.140
Na1 -1.560 0.462 -1.886
H1 -2.226 -0.271 0.706
H2 -1.196 -0.300 2.166
C3 0.744 -0.608 -0.997
C4 0.177 -1.035 0.280
O2 1.725 0.480 -0.850
H3 1.214 -1.414 -1.572
H4 -0.264 -2.037 0.206
H5 0.871 -0.879 1.120
H6 2.606 0.164 -0.625

=====

Density functional theory data (ωB97M-V/def2-TZVPD) for an isolated ion of composition C4H6N and charge +1 at a distorted geometry.

Calculated values
* energy: -5723.8644 eV
* LUMO level (alpha / beta): -7.089 / -7.270 eV
* net charge: +1

Positions of all 11 atoms, in Å:
C1 -0.325 0.984 0.068
C2 0.585 -0.093 -0.023
C3 -1.493 -0.020 0.093
C4 1.951 -0.137 0.117
N1 -0.475 -1.056 -0.034
H1 -0.425 2.079 -0.097
H2 -2.110 -0.052 0.921
H3 -2.190 0.202 -0.664
H4 2.594 0.723 0.547
H5 2.418 -1.177 0.228
H6 -0.347 -2.062 0.379

=====

Density functional theory data (ωB97M-V/def2-TZVPD) for an isolated ion of composition C4H6N and charge +1 at a distorted geometry.

Calculated values
* <S²>: 2.0033
* energy: -5717.1022 eV
* LUMO level (alpha / beta): -2.921 / -8.533 eV
* net charge: +1
* multiplicity: 3

Positions of all 11 atoms, in Å:
C1 -1.057 -0.397 0.793
C2 -1.097 0.839 -0.025
C3 -1.043 -0.465 -0.748
C4 0.138 -0.008 0.092
N1 1.591 0.023 0.034
H1 -1.672 -0.777 1.540
H2 -1.350 1.901 0.037
H3 -1.203 -0.942 -1.697
H4 2.300 0.335 0.776
H5 1.771 0.521 -0.814
H6 1.624 -1.030 0.012

=====

Density functional theory data (ωB97M-V/def2-TZVPD) for a 2-piece molecular cluster, C4H6N2 overall at a distorted geometry.

Calculated values
* energy: -7219.2387 eV
* LUMO level: 0.503 eV

Positions of all 12 atoms, in Å:
C1 1.060 -0.853 0.209
C2 1.161 0.653 0.084
C3 -0.140 0.018 0.429
C4 -1.315 0.086 -0.366
N1 -2.513 -0.619 -0.125
N2 -2.540 0.563 0.138
H1 1.008 -1.320 -0.671
H2 1.653 -1.281 0.946
H3 1.781 1.160 0.753
H4 1.170 0.945 -0.864
H5 -0.326 0.032 1.431
H6 -0.997 0.616 -1.963

=====

Density functional theory data (ωB97M-V/def2-TZVPD) for one molecule with the formula C4H6N2 at a distorted geometry.

Calculated values
* energy: -7223.8336 eV
* LUMO level: 0.996 eV

Positions of all 12 atoms, in Å:
C1 -1.600 -0.348 -0.990
C2 -0.403 0.272 -0.221
C3 0.051 -0.335 1.055
N1 1.382 -0.075 1.138
C4 1.700 0.702 0.056
N2 0.582 1.094 -0.589
H1 -2.619 -0.414 -0.511
H2 -1.312 -1.363 -1.339
H3 -1.779 0.394 -1.863
H4 -0.634 -0.897 1.606
H5 1.958 0.019 1.916
H6 2.675 0.951 -0.256

=====

Density functional theory data (ωB97M-V/def2-TZVPD) for a 3-piece molecular cluster, C4H6N2 overall at a distorted geometry.

Calculated values
* energy: -7218.5072 eV
* LUMO level: -0.234 eV

Positions of all 12 atoms, in Å:
C1 -1.268 0.869 -0.041
C2 -0.350 -0.271 0.160
N1 0.189 -1.055 -0.711
C3 1.128 -0.651 0.325
C4 2.071 0.324 -0.175
N2 2.806 1.139 -0.552
H1 -0.964 1.333 -0.988
H2 -2.303 0.534 -0.132
H3 -1.174 1.603 0.760
H4 -0.564 -1.299 1.542
H5 0.076 -1.193 -1.705
H6 0.354 -1.332 1.516

=====

Density functional theory data (ωB97M-V/def2-TZVPD) for one molecule with the formula C4H6N2.

Calculated values
* energy: -7223.1873 eV
* LUMO level: 0.900 eV

Positions of all 12 atoms, in Å:
C1 2.436 -1.182 -0.385
C2 1.855 -0.148 0.155
N1 1.317 0.832 0.667
C3 -0.046 1.017 0.351
N2 -0.747 0.000 0.085
C4 -2.171 0.149 -0.034
H1 2.140 -2.190 -0.107
H2 3.283 -0.989 -1.024
H3 -0.419 2.038 0.485
H4 -2.482 -0.141 -1.042
H5 -2.636 -0.552 0.667
H6 -2.531 1.165 0.184